19
Properties=species:S:1:pos:R:3 method="wB97M-V/def2-TZVPD" e_homo_ev=-11.1 total_energy_ha=-198.87836 total_charge=0 smiles=CCC.CC homo_lumo_gap_ha=0.4508 lumo_ha=0.0433
C -1.154 -0.387 -0.042
C -1.264 -0.187 1.475
C -2.408 0.726 1.898
H -1.831 -1.204 -0.310
H -0.171 -0.758 -0.328
H -1.549 0.431 -0.639
H -1.336 -1.168 1.948
H -0.294 0.172 1.835
H -3.275 0.556 1.256
H -2.597 0.599 2.956
H -2.141 1.777 1.736
C 1.955 -0.212 -2.145
C 2.573 0.077 -0.782
H 0.875 -0.380 -2.117
H 2.088 0.585 -2.882
H 2.341 -1.156 -2.555
H 2.082 -0.510 -0.013
H 2.458 1.132 -0.534
H 3.648 -0.092 -0.755



96
Properties=species:S:1:pos:R:3 method="wB97M-V/def2-TZVPD" e_homo_ev=-9.3 total_energy_ha=-2335.95382 total_charge=0 smiles="O=C1CCCO1.O=C1CCCO1.O=C1CCCO1.O=C1CCCO1.O=C1CCCO1.O=C1CCCO1.CNC(C)=O.CNC(C)=O" homo_lumo_gap_ha=0.3479 lumo_ha=0.0059
O 0.622 1.402 6.166
C 1.621 1.995 6.547
C 2.943 1.819 5.771
C 3.930 2.702 6.498
C 3.074 3.514 7.474
O 1.732 2.972 7.472
H 3.209 0.773 5.922
H 2.933 1.962 4.690
H 4.534 2.063 7.142
H 4.567 3.297 5.842
H 3.654 3.431 8.393
H 3.130 4.549 7.137
O -3.752 -5.300 -2.254
C -2.803 -4.820 -1.594
C -2.517 -5.013 -0.137
C -1.136 -4.424 0.043
C -0.800 -3.620 -1.215
O -1.751 -4.170 -2.144
H -3.275 -4.502 0.456
H -2.472 -6.092 0.008
H -0.861 -3.852 0.929
H -0.507 -5.308 0.150
H -1.064 -2.568 -1.103
H 0.224 -3.821 -1.529
O -2.028 1.860 -3.589
C -1.321 2.640 -4.078
C 0.232 2.747 -4.088
C 0.698 3.954 -4.946
C -0.773 4.564 -5.322
O -1.824 3.782 -4.725
H 0.688 2.732 -3.098
H 0.536 1.840 -4.612
H 1.171 4.761 -4.385
H 1.450 3.793 -5.719
H -0.754 5.471 -4.717
H -1.200 4.818 -6.292
O 3.021 -2.025 -2.331
C 3.353 -2.407 -1.240
C 3.019 -1.854 0.122
C 4.145 -2.220 0.952
C 4.605 -3.508 0.257
O 4.139 -3.455 -1.023
H 2.997 -0.775 -0.030
H 2.091 -2.299 0.479
H 4.964 -1.500 0.968
H 3.792 -2.428 1.962
H 5.694 -3.467 0.248
H 4.261 -4.345 0.865
O -5.582 -2.155 -5.051
C -5.034 -1.682 -4.019
C -3.593 -1.681 -3.554
C -3.748 -1.420 -2.077
C -5.006 -0.609 -2.021
O -5.728 -0.967 -3.167
H -3.113 -2.630 -3.793
H -3.076 -0.803 -3.940
H -3.822 -2.309 -1.450
H -2.883 -0.852 -1.734
H -5.655 -0.806 -1.167
H -4.871 0.461 -2.182
O -1.888 -1.266 2.686
C -3.104 -1.399 2.392
C -4.193 -0.546 3.002
C -5.382 -1.279 2.722
C -5.077 -2.072 1.519
O -3.673 -2.256 1.508
H -3.823 -0.409 4.018
H -4.320 0.445 2.568
H -5.619 -2.038 3.467
H -6.186 -0.549 2.623
H -5.618 -3.017 1.557
H -5.257 -1.566 0.570
C 3.681 1.794 -3.016
N 3.137 2.606 -1.918
C 3.982 3.520 -1.363
C 3.336 4.210 -0.202
O 5.149 3.755 -1.776
H 4.728 1.556 -2.831
H 3.514 2.313 -3.960
H 3.265 0.787 -3.052
H 2.242 2.390 -1.501
H 3.548 5.279 -0.216
H 3.687 3.796 0.744
H 2.260 4.050 -0.140
C 0.918 0.364 2.538
N 0.293 0.058 1.237
C 0.712 0.755 0.189
C -0.104 0.624 -1.144
O 1.621 1.558 0.304
H 0.949 -0.581 3.081
H 0.506 1.198 3.107
H 1.997 0.511 2.587
H -0.230 -0.793 1.090
H 0.134 1.508 -1.736
H -1.183 0.733 -1.034
H -0.076 -0.257 -1.785



14
Properties=species:S:1:pos:R:3 method="wB97M-V/def2-TZVPD" e_homo_ev=-9.8 total_energy_ha=-854.65100 total_charge=0 homo_lumo_gap_ha=0.3525 lumo_ha=-0.0084
H -0.633 1.857 0.382
N -0.885 0.888 0.638
C -0.129 0.030 0.073
N 0.335 0.367 -1.163
C -0.591 -1.341 0.634
O -0.384 -2.409 0.023
O -1.157 -1.211 1.776
H 0.959 -0.191 -1.707
H 0.019 1.280 -1.250
H -1.092 -0.220 1.954
N 2.482 1.723 2.131
Cl 2.576 -0.102 2.489
H 1.749 2.155 2.624
H 3.490 2.181 1.816